Entry from the Open Molecules 2025 dataset: C24H48INO8Si2 as an isolated structure (the ωB97M-V functional and the def2-TZVPD basis).

The molecular weight comes out at 661.7 g mol⁻¹. The HOMO-LUMO gap comes out at 9.519 eV. The LUMO energy comes out at 0.50 eV.

```
84
Properties=species:S:1:pos:R:3:mulliken_charge:R:1
C 8.77 1.13 -1.68 -1.423
C 7.52 1.45 -0.85 -0.288
C 6.36 2.12 -1.61 -0.622
I 6.02 1.28 -3.56 0.027
Si 4.77 2.10 -0.59 0.284
C 3.77 0.52 -0.77 -0.766
C 2.27 0.77 -0.47 -0.080
C 1.39 0.50 -1.65 0.038
O 1.74 0.77 -2.75 -0.533
N 0.11 -0.07 -1.42 -0.200
C -0.96 0.88 -1.33 -0.127
C -1.28 1.53 -0.15 -0.241
C -2.34 2.43 -0.11 -0.755
C -3.09 2.70 -1.25 -0.469
C -2.75 2.07 -2.45 -0.548
C -1.69 1.17 -2.48 -0.280
O 3.84 3.40 -1.06 -0.065
Si 4.12 4.90 -0.38 0.375
H 8.91 1.84 -2.49 0.367
H 9.66 1.15 -1.06 0.387
H 8.67 0.14 -2.11 0.356
H 7.82 2.15 -0.08 0.291
H 7.20 0.54 -0.36 0.293
H 6.64 3.15 -1.79 0.492
H 5.16 2.20 0.84 -0.131
H 3.91 0.10 -1.76 0.480
H 4.18 -0.19 -0.06 0.375
H 2.01 0.15 0.39 0.203
H 2.11 1.80 -0.18 0.174
H 0.11 -0.71 -0.63 0.375
H -0.72 1.34 0.75 0.667
H -2.62 2.93 0.81 0.410
H -3.92 3.38 -1.22 0.427
H -3.33 2.27 -3.33 0.391
H -1.45 0.68 -3.41 0.520
H 5.30 4.87 0.50 -0.134
H 4.40 5.86 -1.47 -0.130
H 2.91 5.29 0.37 -0.143
C -1.77 1.65 6.50 -0.758
O -0.77 0.72 6.16 -0.276
C -1.21 -0.21 5.19 -0.593
C -0.04 -0.82 4.45 -0.450
O 0.49 0.02 3.44 -0.299
C 1.30 1.12 3.86 -0.524
C 2.69 0.71 4.30 -0.595
O 2.67 0.21 5.63 -0.294
C 3.79 -0.61 5.91 -0.772
H -2.64 1.16 6.95 0.323
H -1.35 2.33 7.24 0.235
H -2.09 2.23 5.63 0.315
H -1.88 0.27 4.47 0.328
H -1.77 -1.01 5.70 0.427
H -0.41 -1.70 3.92 0.375
H 0.73 -1.15 5.14 0.210
H 0.79 1.72 4.61 0.264
H 1.41 1.74 2.96 0.410
H 3.35 1.59 4.28 0.453
H 3.08 -0.04 3.61 0.322
H 3.81 -1.48 5.24 0.334
H 3.69 -0.96 6.93 0.244
H 4.72 -0.05 5.81 0.318
C -6.10 -0.89 -1.34 -0.728
O -5.62 -1.60 -2.46 -0.296
C -4.23 -1.86 -2.38 -0.187
C -3.84 -3.04 -3.24 -0.503
O -4.14 -4.30 -2.66 -0.460
C -5.50 -4.72 -2.67 -0.391
C -5.99 -5.20 -4.02 -0.565
O -6.30 -4.10 -4.86 -0.254
C -6.30 -4.46 -6.23 -0.769
H -5.61 0.08 -1.25 0.253
H -7.17 -0.74 -1.48 0.242
H -5.94 -1.46 -0.42 0.344
H -3.94 -2.07 -1.34 0.375
H -3.69 -0.97 -2.72 0.136
H -2.76 -3.03 -3.34 0.397
H -4.27 -2.95 -4.24 0.212
H -6.15 -3.95 -2.27 0.176
H -5.53 -5.57 -1.99 0.385
H -6.90 -5.80 -3.88 0.421
H -5.22 -5.82 -4.48 0.346
H -5.31 -4.82 -6.53 0.324
H -6.53 -3.56 -6.80 0.233
H -7.05 -5.22 -6.44 0.318
```

Entry from the Open Molecules 2025 dataset: C2H6N2O in the gas phase (the ωB97M-V functional and the def2-TZVPD basis).

The molecular weight comes out at 74.1 g mol⁻¹. The HOMO-LUMO gap comes out at 9.624 eV. The LUMO energy comes out at 0.77 eV. The SMILES is [H]/N=C(\C)NO.

```
11
Properties=species:S:1:pos:R:3:mulliken_charge:R:1
H 0.07 -1.76 1.42 0.214
N 0.16 -1.30 0.47 -0.733
C -0.25 -0.08 0.39 0.643
C -1.09 0.73 1.33 -0.882
N 0.01 0.50 -0.87 -0.218
O 1.17 -0.03 -1.47 -0.462
H -0.40 1.73 1.66 0.237
H -2.00 1.18 0.73 0.270
H -1.48 0.11 2.33 0.277
H 0.07 1.51 -0.89 0.266
H 1.23 -0.90 -0.93 0.390
```

Entry from the Open Molecules 2025 dataset: an isolated ion of composition C12H16N and charge +1 (the ωB97M-V functional and the def2-TZVPD basis).

The molecular weight comes out at 174.3 g mol⁻¹. The HOMO-LUMO gap comes out at 9.403 eV. The LUMO energy comes out at -3.51 eV. The SMILES is CC(C)[N@+]1(C)C=Cc2ccccc21. As for the net charge: +1.

```
29
Properties=species:S:1:pos:R:3:mulliken_charge:R:1
C 0.08 0.40 1.91 -1.421
C -0.32 1.13 0.64 0.226
C -1.61 1.95 0.73 -1.270
N -0.49 0.06 -0.48 0.926
C -0.96 0.46 -1.84 -0.898
C -1.45 -1.03 0.06 -0.663
C -0.85 -2.21 -0.20 -0.812
C 0.58 -2.01 -0.55 1.442
C 1.63 -2.90 -0.44 -0.977
C 2.87 -2.36 -0.65 -0.331
C 3.12 -1.01 -0.72 -0.763
C 2.06 -0.11 -0.75 -0.693
C 0.76 -0.62 -0.63 -0.278
H -0.74 -0.13 2.34 0.439
H 0.82 -0.33 1.74 0.336
H 0.59 1.05 2.65 0.399
H 0.58 1.62 0.40 0.405
H -1.33 2.86 1.34 0.418
H -2.30 1.66 1.46 0.427
H -1.82 2.27 -0.34 0.290
H -2.13 0.47 -1.84 0.326
H -0.61 1.49 -2.02 0.367
H -0.66 -0.45 -2.42 0.382
H -2.47 -0.77 0.08 0.525
H -1.27 -3.18 0.10 0.453
H 1.50 -4.02 -0.38 0.337
H 3.69 -3.03 -0.69 0.453
H 4.16 -0.59 -0.84 0.363
H 2.24 0.89 -0.77 0.591
```

Entry from the Open Molecules 2025 dataset: C6H10 in the gas phase (the ωB97M-V functional and the def2-TZVPD basis).

The molecular weight comes out at 82.1 g mol⁻¹. The HOMO-LUMO gap comes out at 9.092 eV. The LUMO energy comes out at 1.01 eV.

```
16
Properties=species:S:1:pos:R:3:mulliken_charge:R:1
C 1.79 -0.22 0.28 -1.302
C 0.42 0.16 -0.23 0.957
C -0.47 1.77 0.09 -0.877
C -0.74 0.48 0.75 -0.297
C -1.69 -0.45 -0.01 -0.629
C -0.53 -0.81 -0.97 -0.794
H 2.16 0.52 1.00 0.315
H 2.52 -0.29 -0.53 0.342
H 1.75 -1.20 0.79 0.364
H 0.32 2.26 0.69 0.200
H 0.45 1.13 -0.88 0.199
H -0.54 0.35 1.81 0.435
H -2.06 -1.31 0.57 0.249
H -2.53 0.07 -0.47 0.279
H -0.68 -0.60 -2.03 0.281
H -0.18 -1.84 -0.86 0.278
```

Entry from the Open Molecules 2025 dataset: CH4S2 in the gas phase (the ωB97M-V functional and the def2-TZVPD basis).

The molecular weight comes out at 80.2 g mol⁻¹. The HOMO-LUMO gap comes out at 8.898 eV. The LUMO energy comes out at 0.19 eV. The SMILES is CSS.

```
7
Properties=species:S:1:pos:R:3:mulliken_charge:R:1
C 0.50 -0.34 0.90 -0.698
S -1.16 -0.53 -0.02 -0.041
S -1.36 1.03 -1.48 -0.223
H 1.03 -1.33 0.73 0.251
H 0.10 -0.22 1.90 0.246
H 1.21 0.33 0.42 0.312
H -0.32 1.07 -2.45 0.153
```

Entry from the Open Molecules 2025 dataset: C33H48IrN4O7P2S as an isolated structure (the ωB97M-V functional and the def2-TZVPD basis).

The molecular weight comes out at 899.0 g mol⁻¹. The HOMO-LUMO gap (alpha / beta) comes out at 5.361 / 5.877 eV. The LUMO energy (alpha / beta) comes out at 2.02 / 2.14 eV. As for the net charge: -1.

```
96
Properties=species:S:1:pos:R:3:mulliken_charge:R:1
Ir -0.24 -0.04 0.31 2.376
O -0.29 2.20 0.93 -0.567
N -0.40 2.32 2.21 0.453
C 0.45 3.11 2.89 -0.381
C 0.28 3.40 4.22 -0.585
C -0.80 2.84 4.91 -0.301
C -1.61 1.96 4.24 -0.992
C -1.41 1.65 2.89 0.327
S -2.32 0.50 2.06 -0.356
H 1.25 3.52 2.30 0.404
H 0.97 4.07 4.71 0.457
H -0.99 3.10 5.94 0.359
H -2.46 1.48 4.72 0.460
C -3.81 3.38 -0.72 -1.316
C -3.61 2.24 -1.73 1.168
C -4.21 2.61 -3.10 -1.686
C -4.18 0.97 -1.16 0.576
C -5.52 0.88 -0.82 -0.404
C -6.03 -0.23 -0.19 -1.595
C -5.19 -1.28 0.14 -0.730
C -3.84 -1.24 -0.17 0.741
C -2.89 -2.37 0.16 3.181
C -2.89 -3.40 -0.97 -1.791
C -3.19 -3.01 1.51 -1.749
C -3.34 -0.11 -0.85 -0.858
N -1.99 -0.10 -1.18 1.018
C -1.63 -0.10 -2.46 -1.029
C -0.29 -0.23 -2.78 -0.478
N 0.61 -0.32 -1.81 0.686
C 1.94 -0.56 -2.09 -1.299
C 2.45 -1.86 -1.90 1.090
C 3.80 -2.08 -2.11 -0.289
C 4.64 -1.07 -2.53 -1.588
C 4.12 0.19 -2.77 -0.370
C 2.78 0.46 -2.57 0.898
C 2.21 1.82 -2.94 0.964
C 2.97 2.98 -2.30 -1.506
C 2.21 1.96 -4.47 -1.576
C 1.53 -2.99 -1.52 1.383
C 1.58 -3.22 -0.01 -1.376
C 1.88 -4.29 -2.27 -1.955
H -3.36 4.30 -1.09 0.439
H -3.33 3.10 0.21 0.174
H -4.87 3.55 -0.53 0.314
H -2.54 2.11 -1.86 -0.097
H -5.28 2.81 -3.03 0.299
H -4.06 1.80 -3.81 0.354
H -3.72 3.50 -3.49 0.455
H -6.19 1.71 -1.06 0.317
H -7.08 -0.28 0.07 0.344
H -5.61 -2.14 0.65 0.322
H -1.87 -1.93 0.21 -1.506
H -3.87 -3.85 -1.09 0.361
H -2.17 -4.19 -0.75 0.413
H -2.60 -2.93 -1.91 0.364
H -4.16 -3.50 1.50 0.443
H -3.19 -2.24 2.28 0.288
H -2.43 -3.74 1.76 0.423
H -2.39 -0.08 -3.23 0.357
H 0.01 -0.33 -3.82 0.401
H 4.21 -3.07 -1.96 0.279
H 5.69 -1.27 -2.69 0.329
H 4.78 0.97 -3.15 0.331
H 1.18 1.86 -2.58 -0.037
H 4.02 2.99 -2.61 0.310
H 2.93 2.88 -1.22 0.188
H 2.52 3.93 -2.58 0.473
H 3.23 1.95 -4.85 0.312
H 1.74 2.89 -4.77 0.456
H 1.67 1.13 -4.93 0.323
H 0.51 -2.70 -1.80 -0.211
H 2.61 -3.30 0.33 0.241
H 1.05 -4.13 0.26 0.588
H 1.12 -2.38 0.51 -0.030
H 2.77 -4.76 -1.85 0.369
H 2.06 -4.08 -3.32 0.399
H 1.06 -5.00 -2.18 0.445
N 3.89 -1.44 3.56 -0.006
C 2.96 -0.33 3.27 0.329
C 3.18 0.85 4.18 -1.720
P 1.28 -1.15 3.52 0.639
O 0.65 -0.28 4.74 -0.704
O 1.68 -2.49 4.04 -0.962
O 0.35 -1.06 2.36 -0.547
P 3.25 0.00 1.44 0.249
O 4.18 1.36 1.53 -0.695
O 4.12 -1.16 1.06 -0.980
O 2.06 0.39 0.66 -0.574
H 4.65 -1.20 4.19 0.298
H 4.24 -1.68 2.57 0.381
H 3.21 -2.20 3.93 0.482
H 3.05 0.56 5.22 0.506
H 2.44 1.62 3.96 0.081
H 4.17 1.28 4.03 0.475
H -0.07 0.27 4.42 0.433
H 3.75 1.97 0.94 0.319
```